(1)
The following is a DFT calculation (ωB97M-V with the def2-TZVPD basis set) of an isolated molecule of C3H6ClFO.

Geometry as XYZ:
```
12
Properties=species:S:1:pos:R:3:lowdin_charge:R:1
C -0.6788 -1.0397 -0.3168 -0.074
C 0.3286 0.0845 -0.4001 -0.419
O 0.0258 1.2160 -1.2881 -0.052
C 0.3588 0.7003 0.9969 -0.751
F -0.8095 1.1603 1.3116 0.006
Cl 0.6721 -0.4983 2.2751 0.681
H -0.9104 -1.3587 -1.3820 0.110
H -0.2379 -1.7924 0.2976 0.037
H -1.5455 -0.6379 0.1902 0.080
H 1.3951 -0.1922 -0.5814 0.152
H 0.2981 0.8754 -2.1836 0.114
H 1.1036 1.4825 1.0805 0.115
```

Properties
Structure (SMILES): C[C@@H](O)[C@@H](F)Cl
HOMO energy: -0.3976 Ha
Spin multiplicity: 1
HOMO-LUMO gap: 11.52 eV
Molecular weight: 112.53 g/mol

---

(2)
The following is a DFT calculation (ωB97M-V with the def2-TZVPD basis set) of an isolated molecule of C3H6ClFO.

Geometry as XYZ:
```
12
Properties=species:S:1:pos:R:3:lowdin_charge:R:1
C 0.1482 1.2008 -0.9018 -0.122
C -0.3168 -0.1753 -0.3726 -0.790
F -1.7467 -0.2532 -0.6466 -0.094
Cl 0.4065 -1.4829 -1.4480 0.649
C 0.0696 -0.3566 1.1317 -0.234
O 0.0975 -1.7137 1.7895 -0.161
H -0.3986 1.3812 -1.8851 0.092
H 1.2413 1.0051 -1.1177 0.085
H -0.3350 2.1205 -0.3666 0.126
H 1.1663 0.3747 1.1858 0.188
H -0.6697 0.1824 1.7929 0.127
H 0.3375 -2.2829 0.8384 0.133
```

Properties
Structure (SMILES): C[C@@](F)(Cl)CO
HOMO energy: -0.3954 Ha
Spin multiplicity: 1
HOMO-LUMO gap: 11.40 eV
Molecular weight: 112.53 g/mol

---

Bottom line: (1), by a margin of 0.0577 hartree.

---

(1)
The following is a DFT calculation (ωB97M-V with the def2-TZVPD basis set) of a structure of composition C51H45AsF6I2O2P2S2Ti.

Geometry as XYZ:
```
112
Properties=species:S:1:pos:R:3:lowdin_charge:R:1
Ti -1.5157 -0.7805 -1.0847 0.995
O -1.1408 0.2600 0.5384 -0.666
S -1.3209 -0.2140 2.0128 1.120
C -1.4629 1.0522 3.2363 -0.425
C -1.8503 0.5421 4.4497 -0.101
C -1.8108 1.2730 5.6164 -0.037
C -1.5309 2.6348 5.4964 -0.019
C -1.2697 3.2128 4.2425 -0.046
C -1.1538 2.3959 3.1363 -0.370
P -0.5423 3.0745 1.5635 1.100
C -2.0591 3.7337 0.7793 -0.371
C -1.8842 4.2119 -0.5348 -0.128
C -2.9049 4.8829 -1.1925 -0.082
C -4.1351 5.0386 -0.5637 -0.063
C -4.3809 4.5575 0.7136 -0.061
C -3.3079 3.9830 1.3811 -0.083
C 0.2945 4.5894 2.0653 -0.400
C -0.1638 5.9029 1.9057 -0.063
C 0.6597 6.9978 2.2647 -0.056
C 1.9255 6.8012 2.8344 -0.056
C 2.3695 5.4750 3.0001 -0.090
C 1.5705 4.4201 2.6348 -0.134
C 0.3313 -0.9793 2.3281 -0.315
C 1.2573 -0.2930 3.0850 -0.039
C 2.4625 -0.9205 3.3114 -0.017
C 2.7416 -2.1563 2.7421 -0.031
C 1.8057 -2.7458 1.9467 -0.091
C 0.5885 -2.1731 1.6378 -0.344
P -0.6323 -2.8831 0.4240 1.107
C -1.8482 -3.6768 1.5632 -0.331
C -1.6139 -4.0173 2.8899 -0.100
C -2.5744 -4.6249 3.6390 -0.061
C -3.8171 -4.9332 3.0768 -0.031
C -4.0668 -4.6093 1.7405 -0.064
C -3.1319 -3.9796 0.9547 -0.061
C 0.2628 -4.1087 -0.5017 -0.386
C 0.9023 -3.8801 -1.7091 -0.089
C 1.6082 -4.8820 -2.3605 -0.042
C 1.5703 -6.1768 -1.8495 -0.026
C 0.9510 -6.4459 -0.6226 -0.017
C 0.2917 -5.3864 -0.0029 -0.082
H -1.9276 -0.5230 4.5373 0.111
H -2.1058 0.8387 6.6039 0.141
H -1.5839 3.2407 6.4305 0.135
H -1.0746 4.2598 4.2229 0.112
H -0.9340 4.1839 -0.9810 0.064
H -2.6768 5.2365 -2.1852 0.052
H -4.8959 5.5159 -1.1151 0.099
H -5.3927 4.6375 1.1280 0.122
H -3.5314 3.5845 2.4072 0.119
H -1.1617 6.0040 1.5017 0.099
H 0.2362 7.9857 2.0629 0.112
H 2.6196 7.6317 3.1648 0.132
H 3.3425 5.2397 3.4005 0.105
H 1.9742 3.4097 2.8571 0.105
H 1.0260 0.6746 3.4543 0.105
H 3.2207 -0.3992 3.7997 0.105
H 3.6722 -2.6709 2.9197 0.128
H 2.0832 -3.6544 1.3944 0.126
H -0.6665 -3.7428 3.3491 0.113
H -2.4204 -4.8107 4.6596 0.101
H -4.5207 -5.5066 3.6704 0.119
H -5.0126 -4.9329 1.2593 0.130
H -3.2902 -3.7514 -0.0803 0.085
H 0.8190 -2.9196 -2.1875 0.084
H 1.9665 -4.7133 -3.3676 0.109
H 1.9849 -6.9946 -2.4032 0.113
H 0.9484 -7.3497 -0.1671 0.082
H -0.1342 -5.6248 0.9647 0.113
I -2.6214 3.2190 -4.9725 0.099
I -0.5228 4.7984 -4.5917 0.126
C -3.2976 0.0455 -0.8805 -0.133
H -4.0670 -0.2941 -1.6192 0.052
H -3.1732 1.1447 -1.0048 0.062
H -3.6236 -0.0679 0.1487 0.040
F -1.9793 -0.6736 -3.1732 -0.301
As -2.7090 -2.2436 -3.6966 0.791
F -2.8510 -1.7566 -5.3094 -0.156
F -1.0890 -2.7017 -3.8487 -0.180
F -3.2440 -3.8233 -3.7214 -0.147
F -2.4772 -2.4265 -1.8043 -0.371
F -4.2509 -1.7080 -3.3044 -0.169
O 0.1092 0.0066 -1.7049 -0.597
S 0.7680 1.4441 -1.8214 1.086
C 1.7200 1.4881 -3.4196 -0.214
C 1.7098 0.2802 -4.2888 -0.280
C 0.8656 0.1210 -5.3472 -0.040
C 0.9612 -0.9764 -6.1926 -0.053
C 1.9197 -1.9660 -6.0176 -0.026
C 2.6977 -1.8798 -4.8285 -0.058
C 2.5780 -0.7775 -4.0343 -0.055
C 2.0650 1.4768 -0.6081 -0.295
C 3.2236 0.5130 -0.7174 -0.274
C 4.4707 1.0312 -0.9476 -0.062
C 5.5741 0.2383 -0.8479 -0.047
C 5.4448 -1.1373 -0.6331 -0.037
C 4.1677 -1.6633 -0.5394 -0.084
C 3.0637 -0.8616 -0.5673 -0.066
H 2.7110 1.8263 -3.0799 0.106
H 1.2078 2.3424 -3.9106 0.026
H 0.1096 0.8735 -5.5419 0.105
H 0.3094 -0.9886 -7.0524 0.115
H 2.0820 -2.7735 -6.6557 0.092
H 3.4561 -2.6518 -4.5999 0.120
H 3.2653 -0.5793 -3.2135 0.105
H 1.5530 1.4903 0.3327 0.037
H 2.3933 2.5530 -0.7386 0.131
H 4.5585 2.0978 -1.0612 0.121
H 6.5158 0.7749 -0.8423 0.120
H 6.2856 -1.8121 -0.6199 0.114
H 4.0246 -2.7541 -0.4793 0.121
H 2.0561 -1.2708 -0.3335 0.104
```

Properties
HOMO energy: -0.4692 Ha
Spin multiplicity: 1
HOMO-LUMO gap: 6.75 eV
Molecular weight: 1306.59 g/mol
Total charge: +2

---

(2)
The following is a DFT calculation (ωB97M-V with the def2-TZVPD basis set) of a structure of composition C51H45AsF6I2O2P2S2Ti.

Geometry as XYZ:
```
112
Properties=species:S:1:pos:R:3:lowdin_charge:R:1
Ti 0.1535 -0.8655 0.3059 0.699
O 3.1011 0.7115 -0.6296 -0.440
S 1.9083 0.9740 0.2107 0.847
C 2.5914 1.4650 1.7684 -0.382
C 3.9124 1.7976 1.9661 -0.027
C 4.3196 2.1965 3.2410 -0.045
C 3.4284 2.3752 4.2530 -0.030
C 2.0754 2.0467 4.0210 -0.040
C 1.6754 1.4916 2.8067 -0.375
P 0.0143 0.8570 2.5079 1.097
C -0.5113 -0.1105 3.9172 -0.352
C 0.2601 -0.3543 5.0616 -0.094
C -0.1772 -1.0508 6.1708 -0.010
C -1.5099 -1.6244 6.0489 -0.036
C -2.2343 -1.4301 4.9326 -0.091
C -1.8018 -0.7009 3.8715 -0.086
C -0.9327 2.4786 2.7468 -0.289
C -0.3114 3.5903 2.1921 -0.135
C -0.7964 4.8439 2.3908 -0.046
C -1.9573 5.0266 3.1505 -0.063
C -2.5782 3.9780 3.7383 -0.059
C -2.0496 2.6713 3.5757 -0.038
C 1.2298 2.5157 -0.2542 -0.405
C 2.1744 3.5515 -0.4724 -0.026
C 1.8530 4.7406 -1.1826 -0.008
C 0.5376 4.8775 -1.6383 -0.040
C -0.3618 3.8339 -1.4849 -0.090
C -0.0607 2.6653 -0.7840 -0.341
P -1.2010 1.2373 -0.6176 1.106
C -2.8410 1.7300 0.1777 -0.310
C -3.5476 0.6956 0.8350 -0.098
C -4.8766 0.9342 1.2682 -0.027
C -5.3820 2.2153 1.1606 -0.051
C -4.6364 3.2194 0.5671 -0.064
C -3.3946 2.9965 0.0705 -0.083
C -1.8745 0.9930 -2.3350 -0.341
C -1.7607 1.7242 -3.5425 -0.062
C -2.4209 1.2797 -4.7569 -0.061
C -3.1457 0.0952 -4.7776 -0.059
C -3.3903 -0.5432 -3.5349 -0.026
C -2.7112 -0.1275 -2.3618 -0.113
H 4.6413 1.6710 1.1647 0.129
H 5.3394 2.3263 3.5996 0.128
H 3.7944 2.7513 5.2172 0.132
H 1.3056 2.1082 4.7908 0.123
H 1.2233 0.0592 5.1135 0.071
H 0.3738 -1.0295 7.1221 0.122
H -1.8443 -2.1775 6.9174 0.116
H -3.2092 -1.8456 4.9563 0.112
H -2.3339 -0.4596 2.9617 0.079
H 0.6046 3.5886 1.6544 0.077
H -0.1592 5.6394 2.0629 0.113
H -2.3038 6.0077 3.4072 0.112
H -3.3061 4.1417 4.5177 0.117
H -2.4637 1.9160 4.2228 0.105
H 3.1685 3.4239 -0.1025 0.105
H 2.5884 5.5674 -1.2404 0.133
H 0.2242 5.7818 -2.2574 0.149
H -1.4085 3.9719 -1.8670 0.119
H -3.1332 -0.2798 0.9079 0.051
H -5.4400 0.1227 1.6298 0.101
H -6.3724 2.4243 1.4756 0.107
H -5.1247 4.2019 0.5054 0.130
H -2.8854 3.7374 -0.4813 0.084
H -1.0993 2.6011 -3.7882 0.114
H -2.3010 1.8424 -5.7109 0.123
H -3.6148 -0.2089 -5.6752 0.100
H -3.9917 -1.4108 -3.5208 0.097
H -3.0415 -0.6108 -1.4402 0.084
I 4.0933 1.7565 -5.0271 0.016
I 3.5102 1.3438 -7.6493 0.067
C 1.5759 -1.6542 1.5698 -0.156
H 2.1593 -1.1721 2.3421 0.029
H 2.1965 -2.4438 1.0836 0.033
H 0.8228 -2.0634 2.2377 0.020
F -1.3832 -1.5892 0.8054 -0.376
As -3.0956 -4.1479 0.5015 0.972
F -4.0765 -3.5349 1.8236 -0.227
F -1.9461 -4.4225 1.7052 -0.182
F -3.7702 -5.6569 0.2204 -0.134
F -1.8382 -4.2594 -0.6708 -0.206
F -3.9358 -3.0230 -0.4927 -0.197
O 0.6181 -1.3654 -1.4204 -0.604
S 1.5136 -0.7411 -2.6141 1.096
C 0.5685 -1.2966 -4.0461 -0.251
C 0.4152 -2.7766 -4.2377 -0.273
C -0.1606 -3.6476 -3.2708 -0.029
C -0.2940 -5.0041 -3.5751 -0.060
C 0.1216 -5.5155 -4.7913 -0.060
C 0.8046 -4.6722 -5.6629 -0.053
C 0.9809 -3.3197 -5.3828 -0.045
C 2.9059 -1.8842 -2.7364 -0.229
C 3.4914 -2.4849 -1.4429 -0.254
C 4.6135 -1.8713 -0.9561 -0.057
C 5.3061 -2.4028 0.1322 -0.053
C 4.9928 -3.6446 0.6407 -0.021
C 3.8321 -4.3299 0.1188 -0.038
C 3.0822 -3.7235 -0.8773 -0.051
H 1.1533 -0.9503 -4.8721 0.091
H -0.3793 -0.7723 -3.9660 0.079
H -0.4444 -3.2580 -2.3298 0.064
H -0.7646 -5.7156 -2.9057 0.109
H 0.0132 -6.5603 -5.0739 0.119
H 1.2554 -5.1193 -6.5575 0.121
H 1.4637 -2.6596 -6.0869 0.118
H 3.6189 -1.2269 -3.2490 0.081
H 2.6184 -2.7034 -3.4028 0.100
H 4.9492 -0.9690 -1.4243 0.109
H 6.1223 -1.8397 0.4419 0.092
H 5.5847 -4.0720 1.4059 0.099
H 3.4800 -5.2693 0.3449 0.083
H 2.2242 -4.2005 -1.3790 0.123
```

Properties
HOMO energy: -0.4886 Ha
Spin multiplicity: 1
HOMO-LUMO gap: 7.57 eV
Molecular weight: 1306.59 g/mol
Total charge: +2

---

Bottom line: (1), by a margin of 0.0499 hartree.

---

(1)
The following is a DFT calculation (ωB97M-V with the def2-TZVPD basis set) of an isolated molecule of H3NO3Si.

Geometry as XYZ:
```
8
Properties=species:S:1:pos:R:3:lowdin_charge:R:1
O -1.5605 0.7869 0.8949 0.087
N -1.6578 -0.0118 0.0347 -0.447
O -2.6650 -0.4821 -0.4151 0.130
O -0.3725 -0.4567 -0.4391 -0.272
Si 1.2773 -0.0354 -0.0118 0.690
H 1.9380 -1.2373 0.7510 -0.035
H 1.9434 0.1455 -1.2895 -0.079
H 1.0971 1.2909 0.4748 -0.074
```

Properties
Structure (SMILES): O=[N+]([O-])O[SiH3]
HOMO energy: -0.4229 Ha
Spin multiplicity: 1
HOMO-LUMO gap: 11.88 eV
Molecular weight: 93.11 g/mol

---

(2)
The following is a DFT calculation (ωB97M-V with the def2-TZVPD basis set) of a cluster of 2 separate species, H3NO3Si in total.

Geometry as XYZ:
```
8
Properties=species:S:1:pos:R:3:lowdin_charge:R:1
N -0.5492 0.0974 -1.8609 -0.508
O -1.6129 0.7445 -1.7218 -0.019
O -0.2696 -0.5747 -2.7886 0.063
O -0.2950 1.4073 0.4598 -0.179
Si 0.4290 0.2490 -0.3926 0.663
H -1.1649 1.3823 0.1053 0.013
H 1.8440 0.0272 -0.5329 -0.041
H -0.0099 -2.1034 1.1363 0.008
```

Properties
HOMO energy (spin up / spin down): -0.3832 / -0.3123 Ha
Spin multiplicity: 1
HOMO-LUMO gap (spin up / spin down): 9.00 / 7.09 eV
Molecular weight: 93.11 g/mol

---

Bottom line: (1), by a margin of 0.0572 hartree.

---

(1)
The following is a DFT calculation (ωB97M-V with the def2-TZVPD basis set) of a structure of composition C4HNO.

Geometry as XYZ:
```
7
Properties=species:S:1:pos:R:3:lowdin_charge:R:1
O 1.4460 -1.1566 0.8839 0.099
C 0.9923 -0.7723 -0.1576 -0.221
C -0.1803 0.1594 -0.3022 -0.292
C -0.8064 0.7128 -1.3167 0.318
C -1.0485 0.7885 0.6694 -0.250
N -1.8022 1.3383 1.3622 0.213
H 1.3991 -1.0702 -1.1392 0.134
```

Properties
HOMO energy: -0.4215 Ha
Spin multiplicity: 1
HOMO-LUMO gap: 9.50 eV
Molecular weight: 79.06 g/mol

---

(2)
The following is a DFT calculation (ωB97M-V with the def2-TZVPD basis set) of an isolated molecule of C4HNO.

Geometry as XYZ:
```
7
Properties=species:S:1:pos:R:3:lowdin_charge:R:1
N -3.1057 -0.1503 -0.2071 0.163
C -1.9888 -0.0215 0.2386 -0.171
C -0.5817 -0.0302 0.0501 0.006
C 0.5083 0.4854 0.0915 0.052
C 1.9410 0.3853 -0.0963 -0.306
O 2.4939 -0.6643 -0.0087 0.097
H 2.5153 1.4530 -0.1845 0.159
```

Properties
Structure (SMILES): N#CC#CC=O
HOMO energy: -0.4086 Ha
Spin multiplicity: 1
HOMO-LUMO gap: 9.76 eV
Molecular weight: 79.06 g/mol

---

Bottom line: (2), by a margin of 0.0418 hartree.